# 1
5 unconnected molecules or ions with the total composition C19H31F3NO5 in a non-equilibrium geometry. Source: the Open Molecules 2025 dataset; level of theory: the ωB97M-V functional and the def2-TZVPD basis.

Each line ends with the Löwdin charge.
Geometry (Å):
H1 -4.059 0.898 1.514  0.104
C1 -3.713 -2.753 1.423  -0.010
H2 -4.859 5.437 3.190  0.148
C2 -4.638 4.435 2.868  0.000
H3 4.198 -0.135 -4.444  0.098
H4 -3.564 -3.540 0.683  0.095
H5 -1.894 0.832 2.637  0.109
H6 -2.328 1.324 4.265  0.161
C3 -4.233 1.880 1.919  0.054
H7 -0.419 -1.644 1.713  0.063
F1 0.113 1.544 1.740  0.166
C4 3.643 -1.755 0.326  -0.012
H8 4.684 -1.825 0.643  0.094
H9 -1.181 -2.901 2.706  0.101
H10 -6.324 4.368 1.731  0.182
H11 4.227 -4.358 1.249  0.089
H12 3.602 -1.953 -0.746  0.060
H13 3.165 -4.487 -0.151  0.088
C5 4.255 -2.200 -3.871  -0.485
H14 2.649 -0.968 -4.579  0.092
H15 0.798 1.965 -4.747  0.085
C6 2.810 -2.764 1.067  -0.487
C7 -1.180 -2.418 1.728  -0.015
O1 -2.639 -0.640 1.190  0.016
H16 -0.596 1.966 -3.643  0.085
C8 -2.103 1.690 3.267  -0.085
H17 1.620 1.264 -0.623  0.075
F2 0.865 3.378 2.635  0.221
O2 2.190 0.799 -3.010  0.016
H18 1.034 2.888 -1.050  0.089
H19 -6.075 2.235 0.869  0.148
C9 -3.311 2.451 2.792  -0.108
F3 -0.901 3.422 1.368  0.153
H20 3.274 -0.517 -2.977  0.047
H21 -2.823 4.211 3.930  0.143
C10 4.704 -2.824 -5.168  -0.026
O3 -0.965 2.526 3.420  0.055
H22 -3.817 -3.229 2.399  0.093
H23 5.199 -3.772 -4.969  0.079
C11 -5.333 2.606 1.553  0.004
H24 0.532 3.327 -3.636  0.087
C12 0.454 2.245 -3.755  -0.009
O4 4.455 -2.740 -2.806  0.053
O5 1.866 -2.433 1.753  0.039
H25 2.532 -4.845 1.477  0.080
C13 1.290 1.546 -2.710  -0.448
N1 -5.509 3.850 2.027  0.106
C14 3.203 -4.210 0.904  -0.014
H26 -0.084 1.515 -1.060  0.083
C15 3.548 -0.870 -3.968  -0.044
C16 0.943 1.821 -1.264  -0.016
C17 -0.216 2.717 2.302  -0.700
C18 -3.527 3.746 3.261  0.043
H27 -4.621 -2.204 1.186  0.079
H28 5.394 -2.155 -5.685  0.085
C19 -2.525 -1.830 1.431  -0.467
H29 3.845 -2.991 -5.820  0.084
H30 -0.928 -3.175 0.985  0.099
H31 3.270 -0.753 0.531  0.073

Calculated values
energy: -40079.6601 eV
HOMO energy: -10.59 eV
total charge: +1
Kohn-Sham gap: 6.3 eV

=====

# 2
A molecular structure, C19H31F9FeOP2 in a non-equilibrium geometry. Source: the Open Molecules 2025 dataset; level of theory: the ωB97M-V functional and the def2-TZVPD basis.

Each line ends with the Löwdin charge.
Geometry (Å):
C1 -3.275 -3.466 1.025  -0.174
H1 -4.725 -4.210 -2.661  0.046
H2 -4.098 0.972 -1.804  0.025
H3 0.280 -4.030 -1.201  0.116
F1 -0.313 2.299 1.183  0.145
H4 -1.442 -4.429 -1.314  0.083
H5 -0.849 -2.208 -2.280  0.094
H6 -4.767 -3.960 -0.452  0.107
H7 -1.124 3.408 -1.202  -0.021
F2 3.102 -0.082 0.707  0.146
H8 -1.827 -3.698 -3.682  0.066
H9 -1.899 4.035 -2.671  -0.018
H10 -2.754 -3.148 -5.094  0.074
H11 -4.986 -3.619 -4.331  0.057
F3 2.512 2.480 0.963  0.132
C2 -0.715 -3.779 -0.815  -0.168
F4 3.096 1.967 -1.110  0.141
C3 -2.276 -2.815 -4.155  -0.180
H12 -1.498 -2.085 -4.398  0.054
C4 1.070 0.934 -0.306  -0.319
H13 -4.466 2.299 -2.975  0.052
H14 -4.358 -1.587 -0.931  0.132
H15 -2.293 -0.868 -0.231  0.103
H16 -3.955 1.045 -5.143  0.087
H17 0.182 -4.295 1.115  0.112
H18 -5.841 -2.853 -2.957  0.071
C5 -3.722 -3.638 -0.460  -0.170
H19 -3.477 -2.425 1.319  0.122
H20 -4.970 -1.190 -4.780  0.103
C6 -3.394 0.275 -4.608  -0.449
C7 -1.009 3.510 -2.289  -0.258
F5 -0.879 0.217 0.934  0.118
C8 -0.773 -3.978 0.672  -0.090
H21 -0.149 4.180 -2.458  -0.012
C9 -3.542 -2.285 -1.189  -0.362
C10 -4.366 -0.726 -3.975  -0.335
C11 -2.272 -1.812 -0.730  -0.171
H22 -3.952 -4.061 1.665  0.118
H23 -2.729 -0.207 -5.327  0.072
O1 0.347 0.839 -1.424  -0.186
C12 -1.001 -2.288 -1.186  -0.194
C13 -3.683 1.831 -2.363  -0.242
H24 -0.580 2.675 -4.421  0.011
F6 1.292 -1.318 0.595  0.105
H25 -3.253 2.539 -1.640  0.034
C14 -4.892 -3.314 -3.278  -0.204
C15 0.194 1.051 1.018  -0.469
F7 1.412 3.302 -0.734  0.129
P1 -3.532 -2.075 -3.083  1.015
C16 2.037 2.185 -0.285  -0.483
H26 -2.277 3.247 -4.736  0.061
Fe1 -0.407 1.679 -3.010  0.275
H27 -1.771 -3.910 2.499  0.106
P2 -2.361 1.225 -3.467  0.718
H28 -5.067 -0.250 -3.270  0.088
C17 -1.870 -3.806 1.416  -0.103
F8 0.870 0.721 2.160  0.133
H29 -3.147 -4.409 -0.972  0.095
C18 2.001 -0.334 -0.048  -0.482
F9 2.395 -0.851 -1.233  0.144
C19 -1.629 2.372 -4.694  -0.326
H30 -0.224 -1.668 -0.746  0.084
H31 -1.591 1.836 -5.647  0.040

Calculated values
relative energy (zero: lowest compared OMol25 entry of this formula, charge and spin): 0.000 eV
2S+1: 5
energy: -99668.8792 eV
HOMO energy (spin up / spin down): -5.67 / -6.03 eV
Kohn-Sham gap (spin up / spin down): 5.2 / 5.6 eV

=====

# 3
A molecular structure, C19H31GeN3O6PtS3Se in a non-equilibrium geometry. Source: the Open Molecules 2025 dataset; level of theory: the ωB97M-V functional and the def2-TZVPD basis.

Each line ends with the Löwdin charge.
Geometry (Å):
H1 4.986 1.190 -1.012  0.110
H2 -0.640 -2.184 -4.676  0.102
H3 4.720 -1.301 -1.395  0.109
C1 -0.420 -1.196 3.278  -0.010
C2 -0.095 -1.915 1.983  -0.620
C3 -4.216 2.438 2.580  0.007
H4 0.271 0.766 -3.433  0.067
H5 0.339 -0.459 3.537  0.066
C4 -4.761 1.640 1.639  -0.043
O1 2.191 0.425 2.069  -0.528
H6 -1.426 1.246 -3.409  0.073
H7 -4.390 0.302 -0.022  0.118
C5 -1.220 -2.852 1.579  -0.016
H8 0.740 -1.851 -3.636  0.069
H9 3.584 2.191 -0.651  0.060
C6 -3.921 0.908 0.743  -0.038
H10 4.148 0.984 0.526  0.065
H11 -0.786 0.343 -4.788  0.101
H12 -0.460 -1.933 4.080  0.108
N1 -0.626 1.920 2.071  -0.396
C7 -0.736 0.455 -3.704  -0.009
H13 -1.346 -3.626 2.337  0.104
O2 1.772 0.166 -0.640  -0.415
H14 -5.835 1.561 1.541  0.117
O3 1.793 1.734 4.091  -0.417
H15 -2.158 -2.307 1.478  0.094
C8 -0.339 -2.034 -3.641  -0.044
N2 -0.213 2.189 -0.544  -0.118
H16 -1.980 0.417 0.067  0.075
H17 2.052 -1.956 2.269  0.079
H18 1.447 -3.194 1.145  0.076
H19 2.373 -0.248 -3.204  0.070
C9 -2.564 0.950 0.794  -0.078
C10 3.708 -1.241 -0.995  -0.035
H20 1.196 -3.380 2.875  0.107
H21 3.983 0.469 -3.169  0.106
H22 -1.394 -0.711 3.219  0.089
H23 -1.004 -3.351 0.630  0.084
C11 -1.095 -0.861 -3.029  -0.648
Ge1 0.637 -1.303 -0.725  1.000
S1 2.656 1.599 2.953  0.224
Pt1 0.771 1.266 0.852  1.246
O4 -0.759 -0.745 -1.619  -0.248
N3 -2.183 3.272 3.568  -0.200
S2 2.040 3.012 1.489  0.522
H24 -2.944 -1.108 -4.101  0.100
C12 -1.947 1.757 1.794  -0.323
O5 4.060 1.646 3.151  -0.261
C13 -1.179 2.797 -0.868  -0.924
H25 -3.113 -0.301 -2.539  0.084
Se1 -0.474 3.163 3.413  1.274
S3 -2.462 3.560 -1.380  0.733
C14 -2.791 2.512 2.674  -0.352
H26 -0.546 -2.954 -3.090  0.089
C15 4.007 1.195 -0.532  -0.046
C16 3.003 0.481 -2.693  -0.016
C17 3.150 0.154 -1.218  -0.612
O6 -0.013 -0.905 0.894  -0.365
H27 2.566 1.471 -2.826  0.100
H28 3.746 -1.478 0.070  0.097
H29 -4.810 3.025 3.267  0.128
H30 -2.849 -2.056 -2.608  0.093
H31 3.114 -2.003 -1.513  0.068
C18 -2.594 -1.101 -3.069  -0.017
C19 1.234 -2.646 2.071  -0.031

Calculated values
relative energy (zero: lowest compared OMol25 entry of this formula, charge and spin): 0.899 eV
2S+1: 2
energy: -194568.6955 eV
HOMO energy (spin up / spin down): -11.59 / -11.59 eV
total charge: +1
Kohn-Sham gap (spin up / spin down): 6.6 / 5.7 eV

=====

Question: energy of number 3 (C19H31GeN3O6PtS3Se)?
Answer: -194568.6955 eV

=====

Question: What is the energy in the first record?
Answer: -40079.6601 eV